{"formula": "C20H33N6O3PdS2", "method": "ωB97M-V/def2-TZVPD", "elements": ["Pd", "N", "C", "C", "N", "C", "C", "N", "H", "H", "H", "H", "H", "H", "H", "H", "H", "H", "H", "H", "H", "O", "C", "C", "C", "C", "C", "C", "C", "O", "N", "N", "C", "S", "C", "C", "S", "H", "H", "H", "H", "H", "H", "H", "H", "H", "O", "C", "C", "C", "C", "C", "C", "N", "H", "H", "H", "H", "H", "H", "H", "H", "H", "H", "H"], "positions_angstrom": [[-0.11, 0.21, 1.60], [1.65, -0.55, 0.48], [2.85, -0.35, 1.31], [2.63, 0.53, 2.61], [1.28, 0.23, 3.16], [0.95, 1.22, 4.17], [-0.42, 1.97, 3.92], [-1.29, 1.24, 2.96], [1.61, 0.10, -0.36], [1.49, -1.50, 0.10], [3.30, -1.35, 1.60], [3.62, 0.22, 0.70], [3.47, 0.46, 3.37], [2.59, 1.60, 2.34], [1.35, -0.67, 3.63], [0.81, 0.70, 5.18], [1.75, 1.96, 4.27], [-1.00, 2.20, 4.81], [-0.23, 2.94, 3.52], [-2.02, 0.58, 3.25], [-1.73, 1.90, 2.30], [0.86, 3.86, -2.07], [1.01, 2.54, -2.31], [1.95, 2.24, -3.33], [1.88, 0.96, -3.88], [1.09, 0.01, -3.31], [0.27, 0.28, -2.20], [0.23, 1.58, -1.70], [-0.71, 1.87, -0.62], [-1.27, 0.95, 0.06], [-1.05, 3.15, -0.53], [-1.89, 3.42, 0.44], [-2.59, 4.61, 0.43], [-3.97, 4.67, 1.46], [-3.84, 6.43, 1.82], [-2.52, 6.98, 1.40], [-1.94, 6.14, -0.13], [-0.02, 3.90, -1.48], [2.40, 3.10, -3.79], [2.40, 0.72, -4.82], [1.05, -1.04, -3.67], [-0.39, -0.57, -1.79], [-4.00, 6.56, 2.92], [-4.64, 6.97, 1.35], [-1.77, 6.67, 2.13], [-2.45, 8.03, 1.26], [1.61, -2.89, -0.63], [0.77, -3.72, -1.02], [0.66, -4.02, -2.53], [0.76, -5.48, -2.95], [-0.61, -6.18, -2.84], [-1.45, -5.85, -1.56], [-0.72, -5.66, -0.24], [-0.03, -4.38, -0.14], [1.46, -3.38, -3.02], [-0.27, -3.56, -2.97], [1.55, -5.92, -2.35], [1.11, -5.50, -3.99], [-0.50, -7.25, -2.82], [-1.24, -6.00, -3.74], [-2.15, -6.70, -1.46], [-2.17, -5.03, -1.62], [0.06, -6.49, -0.14], [-1.41, -5.69, 0.62], [-0.08, -3.96, 0.79]], "mulliken_charge": [0.68, -0.28, -0.73, -0.62, -0.22, -0.41, -0.50, -0.54, 0.08, 0.55, 0.40, 0.33, 0.39, 0.44, 0.27, 0.35, 0.30, 0.48, 0.26, 0.31, 0.31, -0.51, 0.88, -0.77, -0.48, -0.28, -0.03, 0.68, 0.43, -0.95, -0.41, -0.28, 0.27, 0.06, -0.47, -0.66, 0.02, 0.58, 0.50, 0.44, 0.39, 0.31, 0.37, 0.39, 0.32, 0.45, -0.78, 0.32, -0.47, -0.90, -0.69, -0.66, -0.56, -0.04, 0.26, 0.44, 0.33, 0.40, 0.41, 0.30, 0.38, 0.33, 0.24, 0.38, 0.22], "e_above_lowest_kj_mol": 19.8, "spin_multiplicity": 5, "charge": 3, "e_lumo_ev": [-9.42, -12.28], "total_energy_ev": -61477.879}



{"formula": "C20H34BKN2O6PS", "method": "ωB97M-V/def2-TZVPD", "elements": ["C", "C", "O", "C", "C", "C", "N", "P", "S", "C", "C", "N", "B", "O", "O", "C", "C", "C", "C", "C", "O", "C", "C", "C", "C", "C", "C", "C", "C", "O", "O", "H", "H", "H", "H", "H", "H", "H", "H", "H", "H", "H", "H", "H", "H", "H", "H", "H", "H", "H", "H", "H", "H", "H", "H", "H", "H", "H", "H", "H", "H", "H", "H", "H", "H", "K"], "positions_angstrom": [[1.05, 0.80, 4.26], [1.06, -0.71, 4.04], [2.12, -1.13, 3.21], [1.73, -1.65, 1.95], [1.46, -0.51, 0.98], [0.88, -0.81, -0.39], [1.64, -1.79, -1.22], [1.40, -3.53, -0.83], [-0.40, -4.12, -0.63], [3.09, -1.40, -1.33], [3.18, 0.01, -1.92], [2.20, 0.96, -1.48], [2.58, 2.32, -1.13], [2.62, 2.74, 0.22], [2.90, 3.22, -2.09], [4.03, 4.08, -1.91], [0.84, 0.47, -1.25], [-0.05, 1.55, -0.64], [-1.50, 1.13, -0.41], [-2.41, 2.34, -0.40], [-1.58, 0.39, 0.82], [-2.87, 0.13, 1.28], [-3.80, -0.55, 0.31], [-5.12, -0.16, 0.23], [-6.00, -0.79, -0.64], [-5.54, -1.83, -1.42], [-4.22, -2.23, -1.34], [-3.35, -1.60, -0.49], [0.21, 0.11, -2.68], [-0.32, -1.04, -2.71], [0.35, 0.95, -3.55], [0.93, 1.05, 5.31], [2.02, 1.19, 3.97], [0.29, 1.31, 3.68], [0.10, -1.04, 3.62], [1.19, -1.21, 5.00], [2.57, -2.27, 1.64], [0.84, -2.28, 2.08], [2.38, 0.06, 0.91], [0.75, 0.14, 1.48], [-0.11, -1.22, -0.27], [1.23, -1.72, -2.19], [2.26, -3.72, 0.26], [2.06, -4.07, -1.93], [3.60, -1.57, -0.38], [3.55, -2.06, -2.06], [4.19, 0.39, -1.73], [3.13, -0.12, -3.01], [3.38, 2.38, 0.68], [4.71, 3.71, -1.14], [3.71, 5.08, -1.63], [4.57, 4.11, -2.85], [-0.09, 2.37, -1.35], [0.35, 1.92, 0.31], [-1.82, 0.48, -1.23], [-2.28, 2.93, 0.51], [-2.20, 2.97, -1.27], [-3.46, 2.06, -0.46], [-2.73, -0.58, 2.10], [-3.36, 1.00, 1.72], [-5.48, 0.65, 0.85], [-7.02, -0.46, -0.70], [-6.23, -2.32, -2.10], [-3.86, -3.04, -1.96], [-2.31, -1.90, -0.45], [-3.05, -1.60, 3.72]], "mulliken_charge": [-1.07, 0.02, -0.46, -0.89, -0.68, 0.62, 0.58, 0.15, -0.29, -0.58, -1.00, 0.88, 0.55, -0.56, -0.30, -0.69, 0.20, -2.46, -0.06, -1.63, 0.05, -0.78, 1.05, -0.68, -0.72, -0.43, -0.70, 0.22, 0.37, -0.73, -0.70, 0.38, 0.28, 0.21, -0.15, 0.56, 0.14, 0.47, -0.08, 0.29, -0.20, 0.71, 0.07, 0.17, 0.38, 0.54, 0.45, 0.45, 0.29, 0.32, 0.26, 0.24, 1.03, 0.41, 0.53, 0.31, 0.53, 0.35, -0.49, 0.71, 0.42, 0.42, 0.41, 0.47, -0.10, 0.96], "charge": 1, "e_lumo_ev": -3.96, "total_energy_ev": -73677.692}



{"formula": "C20H34BeBr3Cl4CsN3O11P2S3", "method": "ωB97M-V/def2-TZVPD", "elements": ["N", "P", "O", "C", "C", "S", "C", "C", "O", "O", "C", "P", "S", "C", "N", "S", "N", "C", "H", "H", "H", "H", "H", "H", "Be", "C", "O", "C", "C", "O", "C", "H", "H", "H", "H", "H", "H", "H", "H", "H", "H", "Br", "Cs", "C", "C", "O", "C", "H", "H", "H", "H", "H", "H", "C", "O", "C", "O", "O", "C", "H", "H", "H", "H", "H", "H", "C", "Cl", "Cl", "Cl", "Cl", "O", "H", "O", "H", "Br", "C", "C", "Br", "H", "H", "H", "H"], "positions_angstrom": [[2.75, 2.38, 4.70], [2.61, 0.68, 5.00], [3.96, 0.16, 4.47], [1.28, 0.09, 3.77], [0.16, 0.78, 3.35], [-0.17, 2.36, 4.00], [-0.78, 0.26, 2.41], [-1.94, 1.16, 2.10], [-2.98, 0.89, 2.68], [-1.61, 2.06, 1.35], [-0.59, -1.00, 1.82], [-1.62, -1.78, 0.59], [-3.54, -1.60, 0.92], [0.52, -1.77, 2.22], [0.87, -2.99, 1.76], [2.20, -3.40, 2.54], [2.41, -2.14, 3.47], [1.43, -1.25, 3.20], [3.76, 2.53, 4.72], [2.50, 2.60, 3.75], [4.13, 0.23, 3.35], [-0.23, 3.04, 2.86], [-1.25, -3.10, 0.65], [-1.16, -1.32, -0.69], [-1.08, -1.83, 3.78], [-2.52, -2.14, -2.61], [-2.02, -3.23, -1.85], [-3.02, -4.18, -1.46], [-2.98, -5.37, -2.37], [-3.32, -5.04, -3.74], [-2.20, -4.85, -4.50], [-1.66, -1.66, -3.09], [-3.23, -2.47, -3.37], [-3.01, -1.41, -1.96], [-4.01, -3.73, -1.44], [-2.80, -4.52, -0.45], [-3.72, -6.10, -2.03], [-1.99, -5.84, -2.34], [-1.77, -5.81, -4.79], [-1.43, -4.26, -3.97], [-2.47, -4.31, -5.40], [0.99, -0.94, -0.97], [-0.65, -4.99, -6.44], [-3.01, 0.26, -6.79], [-1.84, 0.38, -7.74], [-0.94, -0.42, -7.74], [-1.85, 1.56, -8.68], [-2.89, -0.62, -6.16], [-3.07, 1.14, -6.15], [-3.94, 0.17, -7.35], [-1.87, 2.49, -8.12], [-2.74, 1.52, -9.32], [-0.96, 1.53, -9.31], [-0.98, 4.25, -0.60], [-0.18, 5.02, -1.52], [1.04, 5.28, -1.09], [1.52, 4.96, -0.03], [1.69, 5.97, -2.04], [3.03, 6.31, -1.68], [-1.95, 4.12, -1.07], [-0.54, 3.28, -0.41], [-1.10, 4.79, 0.34], [3.62, 5.41, -1.51], [3.05, 6.93, -0.79], [3.43, 6.87, -2.52], [5.07, -6.67, 3.60], [5.29, -7.27, 1.95], [3.81, -7.61, 4.41], [6.59, -6.85, 4.49], [4.61, -4.98, 3.56], [4.02, -0.06, 1.90], [4.16, -1.00, 2.07], [-4.57, -4.72, 0.92], [-4.17, -3.85, 1.01], [4.13, 5.99, 6.88], [2.19, 6.10, 6.92], [1.55, 5.22, 5.88], [1.69, 5.98, 4.10], [1.93, 7.14, 6.80], [1.91, 5.76, 7.91], [0.48, 5.13, 6.07], [1.99, 4.23, 5.82]], "mulliken_charge": [-0.45, -0.12, -0.51, -0.39, 1.08, -0.22, 0.74, -0.34, -0.67, -0.60, -0.17, 1.12, -0.24, 0.02, -0.43, 0.17, -0.29, -0.19, 0.29, 0.28, 0.45, 0.22, 0.03, -0.18, 0.46, -1.23, -0.32, -0.04, -0.95, -0.37, -1.60, 0.28, 0.52, 0.47, 0.42, 0.33, 0.39, 0.31, 0.55, 0.59, 0.60, -0.63, 1.06, -0.87, 0.83, -0.58, -1.09, 0.12, 0.33, 0.33, 0.32, 0.32, 0.29, -0.54, -0.35, 0.80, -0.52, -0.36, -0.62, 0.25, 0.30, 0.26, 0.30, 0.29, 0.20, 0.32, -0.11, -0.11, -0.11, -0.06, -0.93, 0.18, -0.90, 0.20, -0.17, -0.62, -0.42, -0.13, 0.38, 0.39, 0.34, 0.27], "charge": -1, "e_lumo_ev": -1.53, "total_energy_ev": -360523.180}



{"formula": "C20H34Cl2O2PReS4Sb", "method": "ωB97M-V/def2-TZVPD", "elements": ["Re", "S", "Sb", "S", "S", "S", "C", "C", "C", "C", "C", "C", "P", "C", "C", "C", "C", "C", "C", "C", "C", "C", "C", "C", "C", "H", "H", "H", "H", "H", "H", "H", "H", "H", "H", "H", "H", "H", "H", "H", "H", "H", "H", "H", "H", "H", "H", "H", "H", "H", "H", "H", "H", "H", "H", "H", "H", "H", "Cl", "C", "Cl", "C", "O", "O", "H"], "positions_angstrom": [[-0.47, -0.67, -2.34], [1.13, 1.84, -8.31], [0.16, 0.73, -6.60], [-2.14, -1.75, -1.96], [-1.05, 1.18, -3.01], [-0.51, -0.20, -8.55], [-0.09, -3.71, 2.53], [1.14, -3.34, 1.69], [0.81, -2.31, 0.60], [-0.22, -1.31, 1.14], [-1.57, -2.00, 1.43], [-1.38, -3.49, 1.75], [-0.37, 0.18, 0.10], [-1.88, 1.19, 0.40], [-3.28, 0.67, 0.09], [-4.25, 1.86, 0.09], [-3.92, 2.87, 1.20], [-3.19, 2.19, 2.35], [-1.82, 1.66, 1.89], [1.03, 1.35, 0.33], [1.50, 1.41, 1.82], [2.85, 0.73, 2.02], [3.94, 1.45, 1.22], [3.39, 2.02, -0.11], [2.23, 1.16, -0.61], [-0.12, -3.11, 3.44], [-0.02, -4.75, 2.86], [1.56, -4.23, 1.21], [1.93, -2.94, 2.33], [0.38, -2.82, -0.28], [1.72, -1.82, 0.26], [0.18, -0.91, 2.08], [-2.25, -1.90, 0.58], [-2.06, -1.50, 2.26], [-1.35, -4.08, 0.82], [-2.24, -3.84, 2.31], [-1.69, 2.06, -0.24], [-3.57, -0.06, 0.84], [-3.34, 0.17, -0.88], [-5.26, 1.48, 0.20], [-4.21, 2.36, -0.89], [-4.84, 3.34, 1.56], [-3.31, 3.69, 0.81], [-3.80, 1.37, 2.74], [-3.03, 2.88, 3.18], [-1.53, 0.83, 2.54], [-1.07, 2.44, 1.99], [0.56, 2.30, 0.07], [0.75, 1.02, 2.51], [1.59, 2.47, 2.07], [2.77, -0.32, 1.71], [3.10, 0.72, 3.08], [4.76, 0.77, 1.02], [4.35, 2.27, 1.81], [4.18, 2.05, -0.86], [3.05, 3.05, 0.02], [2.56, 0.12, -0.62], [1.95, 1.43, -1.63], [2.57, -1.47, -6.03], [2.88, -1.22, -4.31], [3.52, 0.39, -3.99], [1.61, -1.32, -3.50], [1.57, -1.25, -2.24], [0.46, -1.36, -4.05], [3.61, -1.97, -3.98]], "mulliken_charge": [1.15, -0.10, 1.22, 0.17, -0.10, -0.11, -0.74, -0.94, -0.97, 1.36, -0.89, -0.98, -1.82, 0.95, -0.63, -0.85, -0.66, -0.91, -0.93, 0.78, -1.17, -0.55, -0.88, -1.05, -0.42, 0.33, 0.47, 0.49, 0.26, 0.38, -0.01, 1.02, 0.03, 0.28, 0.32, 0.52, 0.65, 0.29, -0.05, 0.46, 0.27, 0.43, 0.32, 0.36, 0.48, 0.28, 0.32, 0.73, 0.49, 0.57, -0.16, 0.56, 0.37, 0.36, 0.38, 0.39, 0.13, 0.46, -0.08, 0.15, -0.04, 0.57, -0.51, -0.59, 0.38], "e_above_lowest_kj_mol": 0.0, "charge": 3, "e_lumo_ev": -11.95, "total_energy_ev": -111701.972}



{"formula": "C20H34F3N3O16S", "method": "ωB97M-V/def2-TZVPD", "elements": ["O", "C", "O", "C", "C", "F", "O", "H", "H", "H", "O", "C", "O", "C", "C", "F", "O", "H", "H", "H", "O", "C", "O", "C", "C", "F", "O", "H", "H", "H", "O", "S", "O", "O", "C", "C", "O", "H", "H", "H", "H", "C", "N", "C", "C", "O", "H", "H", "H", "H", "H", "H", "H", "C", "N", "C", "C", "O", "H", "H", "H", "H", "H", "H", "H", "C", "N", "C", "C", "O", "H", "H", "H", "H", "H", "H", "H"], "positions_angstrom": [[-16.76, -29.56, 38.42], [-16.70, -29.88, 37.21], [-15.55, -29.84, 36.40], [-15.82, -30.56, 35.27], [-17.24, -30.28, 35.14], [-17.80, -31.28, 34.53], [-17.65, -30.33, 36.44], [-15.18, -30.25, 34.44], [-15.77, -31.63, 35.47], [-17.46, -29.25, 34.84], [-15.52, -25.36, 26.41], [-14.64, -24.47, 26.38], [-13.79, -24.34, 25.36], [-13.08, -23.12, 25.45], [-13.14, -22.71, 26.85], [-13.24, -21.44, 27.15], [-14.34, -23.43, 27.20], [-12.06, -23.20, 25.06], [-13.53, -22.37, 24.80], [-12.38, -23.23, 27.43], [-21.76, -27.09, 29.91], [-21.68, -28.33, 29.69], [-22.13, -29.27, 30.55], [-21.71, -30.51, 30.15], [-21.39, -30.27, 28.66], [-22.39, -30.68, 27.86], [-21.30, -28.87, 28.55], [-20.96, -30.93, 30.82], [-22.61, -31.12, 30.12], [-20.55, -30.88, 28.35], [-11.43, -30.80, 31.57], [-12.17, -31.19, 30.40], [-11.47, -31.89, 29.37], [-13.61, -31.82, 30.74], [-14.41, -31.76, 29.59], [-14.06, -30.51, 28.81], [-13.04, -29.96, 29.68], [-14.18, -32.66, 29.03], [-15.49, -31.84, 29.69], [-14.94, -29.87, 28.70], [-13.55, -30.80, 27.90], [-8.87, -26.47, 26.89], [-8.50, -26.95, 28.22], [-7.29, -27.47, 28.43], [-6.89, -27.73, 29.80], [-6.53, -27.66, 27.50], [-9.90, -26.82, 26.81], [-8.29, -26.88, 26.06], [-8.74, -25.40, 26.72], [-9.11, -26.86, 29.02], [-6.58, -26.81, 30.29], [-6.12, -28.50, 29.88], [-7.75, -28.04, 30.41], [-11.29, -33.29, 22.43], [-11.25, -34.67, 21.92], [-12.12, -35.13, 21.05], [-12.03, -36.63, 20.63], [-13.20, -34.52, 20.81], [-11.60, -33.17, 23.47], [-11.90, -32.57, 21.89], [-10.26, -33.00, 22.22], [-10.50, -35.29, 22.16], [-12.99, -37.02, 20.28], [-11.81, -37.17, 21.55], [-11.16, -36.71, 19.98], [-16.33, -31.88, 23.87], [-16.05, -33.26, 23.78], [-16.40, -34.16, 24.75], [-15.80, -35.47, 24.54], [-17.08, -34.00, 25.73], [-16.88, -31.48, 24.72], [-16.79, -31.61, 22.92], [-15.42, -31.28, 23.87], [-15.56, -33.66, 23.00], [-16.57, -36.20, 24.79], [-15.00, -35.73, 25.24], [-15.53, -35.76, 23.52]], "mulliken_charge": [-0.55, 0.67, -0.33, -0.38, 0.25, -0.28, -0.30, 0.30, 0.26, 0.35, -0.57, 0.76, -0.32, -0.46, 0.37, -0.26, -0.34, 0.28, 0.28, 0.26, -0.58, 0.67, -0.31, -0.33, 0.28, -0.29, -0.27, 0.30, 0.25, 0.28, -0.52, 1.10, -0.53, -0.30, -0.34, -0.22, -0.36, 0.27, 0.33, 0.32, 0.24, -0.82, -0.18, 0.81, -1.12, -0.65, 0.30, 0.31, 0.26, 0.20, 0.27, 0.30, 0.32, -0.84, -0.18, 0.74, -1.15, -0.67, 0.26, 0.29, 0.36, 0.23, 0.28, 0.34, 0.35, -0.95, -0.10, 0.71, -1.05, -0.64, 0.32, 0.34, 0.31, 0.17, 0.32, 0.23, 0.34], "e_above_lowest_kj_mol": 306.1, "e_lumo_ev": -0.24, "total_energy_ev": -77505.545, "smiles": "O=C1OC[C@@H](F)O1.O=C1OC[C@@H](F)O1.O=C1OC[C@@H](F)O1.O=S1(=O)OCCO1.CNC(C)=O.CNC(C)=O.CNC(C)=O"}



{"formula": "C20H34N4O2PdTe", "method": "ωB97M-V/def2-TZVPD", "elements": ["Pd", "N", "C", "O", "C", "C", "H", "H", "H", "H", "H", "H", "C", "C", "N", "C", "N", "C", "C", "C", "N", "C", "H", "H", "H", "H", "H", "H", "H", "H", "H", "H", "H", "H", "H", "C", "C", "O", "C", "C", "H", "H", "H", "H", "H", "H", "H", "H", "H", "H", "Te", "C", "C", "C", "C", "C", "C", "H", "H", "H", "H", "H"], "positions_angstrom": [[0.55, 0.82, 1.11], [5.25, 1.87, 0.49], [4.01, 1.32, 0.10], [3.94, 0.13, -0.11], [2.91, 2.35, -0.03], [1.55, 1.88, -0.52], [5.84, 1.18, 0.93], [5.18, 2.72, 1.01], [3.39, 3.17, -0.62], [2.79, 2.77, 0.98], [1.65, 1.43, -1.52], [0.93, 2.78, -0.64], [-3.74, -1.99, 3.03], [-2.58, -1.07, 2.75], [-2.52, -0.76, 1.33], [-3.65, -0.53, 0.58], [-3.53, -0.01, -0.58], [-4.71, 0.30, -1.34], [-5.92, 0.56, -0.45], [-6.10, -0.65, 0.44], [-4.86, -0.99, 1.12], [-5.00, -1.31, 2.53], [-3.81, -2.18, 4.10], [-3.61, -2.94, 2.51], [-1.63, -1.52, 3.03], [-2.66, -0.15, 3.35], [-1.75, -0.11, 1.10], [-4.96, -0.52, -2.04], [-4.51, 1.17, -1.97], [-6.83, 0.75, -1.03], [-5.72, 1.44, 0.16], [-6.44, -1.50, -0.17], [-6.87, -0.47, 1.20], [-5.86, -1.97, 2.64], [-5.20, -0.41, 3.13], [-0.53, -1.62, -2.00], [-0.50, -2.55, -0.81], [0.66, -2.25, -0.07], [0.78, -2.94, 1.15], [1.90, -2.30, 1.94], [-1.49, -1.70, -2.52], [0.28, -1.84, -2.69], [-0.42, -0.59, -1.64], [-0.49, -3.61, -1.12], [-1.39, -2.39, -0.18], [0.98, -4.01, 0.94], [-0.17, -2.89, 1.70], [2.88, -2.59, 1.57], [1.82, -2.57, 3.00], [1.78, -1.20, 1.86], [-0.20, 1.67, 3.47], [-0.41, 0.38, 5.16], [-1.01, 0.79, 6.36], [-1.14, -0.06, 7.45], [-0.67, -1.37, 7.39], [-0.06, -1.80, 6.21], [0.07, -0.94, 5.13], [-1.39, 1.81, 6.43], [-1.62, 0.30, 8.36], [-0.78, -2.04, 8.24], [0.31, -2.82, 6.14], [0.55, -1.28, 4.22]], "mulliken_charge": [-0.78, -0.57, 0.47, -0.60, -0.20, -1.18, 0.25, 0.25, 0.29, 0.24, 0.28, 0.34, -0.87, 0.08, 0.65, 0.27, -0.47, -0.76, -0.71, -0.78, 0.22, -0.73, 0.39, 0.30, -0.35, 0.20, -0.17, 0.27, 0.36, 0.35, 0.31, 0.26, 0.48, 0.51, 0.31, -1.11, -0.02, -0.07, -0.02, -0.84, 0.35, 0.40, 0.06, 0.28, 0.04, 0.27, -0.01, 0.36, 0.34, -0.07, -0.25, -0.74, -0.23, -0.44, -0.46, -0.39, 0.24, 0.32, 0.33, 0.35, 0.36, 0.04], "e_above_lowest_kj_mol": 184.3, "charge": -2, "e_lumo_ev": 4.58, "total_energy_ev": -42118.533}